ORCA calculation (ωB97M-V/def2-TZVPD) on a structure of composition C72H178N10O32.

For the HOMO-LUMO gap, the calculation gives 7.5 eV. As for the HOMO energy: -13.14 eV. As for the total charge: +4.

Each line ends with the Löwdin charge.
Geometry (Å):
C (7.39, -27.82, 12.07)  -0.104
O (8.09, -27.30, 13.19)  -0.237
C (8.97, -26.18, 12.77)  -0.159
C (8.24, -24.89, 12.47)  -0.152
N (7.51, -24.16, 13.51)  -0.087
H (8.35, -23.10, 14.43)  0.073
H (6.87, -23.60, 12.96)  0.120
C (6.62, -24.97, 14.33)  -0.164
C (6.09, -23.94, 15.37)  -0.203
O (5.19, -24.66, 16.16)  -0.218
C (5.52, -25.70, 17.06)  -0.081
H (8.07, -28.12, 11.22)  0.103
H (6.70, -27.05, 11.73)  0.070
H (6.84, -28.74, 12.36)  0.106
H (9.34, -26.58, 11.83)  0.102
H (9.76, -26.23, 13.45)  0.071
H (7.45, -25.12, 11.72)  0.127
H (9.00, -24.31, 11.95)  0.117
H (7.17, -25.77, 14.80)  0.115
H (5.74, -25.39, 13.74)  0.167
H (5.47, -23.23, 14.82)  0.129
H (6.84, -23.44, 16.08)  0.132
H (4.64, -25.76, 17.70)  0.096
H (6.39, -25.54, 17.59)  0.055
H (5.58, -26.68, 16.51)  0.107
C (16.71, -16.07, 9.99)  -0.082
O (16.63, -17.50, 10.14)  -0.219
C (16.44, -17.94, 11.50)  -0.178
C (16.77, -19.47, 11.52)  -0.060
N (15.66, -20.50, 11.14)  0.040
H (16.39, -21.30, 10.88)  0.111
H (15.22, -20.85, 11.97)  0.104
C (14.72, -20.09, 10.10)  -0.110
C (13.64, -21.18, 9.89)  -0.174
O (12.93, -21.53, 11.08)  -0.173
C (11.98, -22.58, 10.90)  -0.098
H (16.37, -15.79, 8.96)  0.106
H (17.72, -15.71, 10.24)  0.094
H (16.01, -15.59, 10.63)  0.069
H (15.38, -17.79, 11.84)  0.131
H (17.14, -17.37, 12.10)  0.118
H (17.09, -19.84, 12.50)  0.126
H (17.54, -19.67, 10.80)  0.089
H (15.24, -20.08, 9.14)  0.136
H (14.35, -19.11, 10.32)  0.119
H (14.21, -22.04, 9.51)  0.116
H (12.95, -20.89, 9.11)  0.125
H (12.44, -23.55, 10.84)  0.054
H (11.40, -22.50, 9.97)  0.105
H (11.38, -22.61, 11.80)  0.072
C (20.75, -22.90, 5.03)  -0.034
O (21.63, -23.12, 6.18)  -0.220
C (20.89, -22.86, 7.42)  -0.185
C (21.81, -22.88, 8.60)  -0.102
N (23.20, -23.09, 8.13)  0.038
H (23.69, -23.69, 8.82)  0.193
H (23.13, -23.65, 7.29)  0.155
C (23.94, -21.90, 7.75)  -0.066
C (24.45, -21.23, 9.06)  -0.238
O (25.15, -22.08, 9.90)  -0.158
C (25.63, -21.34, 11.05)  -0.048
H (20.51, -23.88, 4.58)  0.102
H (21.28, -22.26, 4.29)  0.101
H (19.87, -22.34, 5.34)  0.079
H (20.09, -23.61, 7.52)  0.128
H (20.34, -21.94, 7.41)  0.091
H (21.62, -23.65, 9.32)  0.130
H (21.71, -21.99, 9.15)  0.084
H (23.19, -21.32, 7.18)  0.144
H (24.76, -22.14, 7.08)  0.144
H (23.55, -20.84, 9.53)  0.092
H (24.97, -20.35, 8.77)  0.125
H (25.93, -22.04, 11.79)  0.080
H (24.85, -20.66, 11.44)  0.096
H (26.46, -20.71, 10.76)  0.092
C (12.13, -25.48, 15.41)  -0.046
O (12.91, -24.38, 14.85)  -0.203
C (12.92, -24.26, 13.46)  -0.218
C (14.21, -24.82, 12.91)  -0.163
N (15.40, -24.23, 13.45)  0.012
H (15.47, -22.85, 13.43)  0.144
H (15.45, -24.47, 14.38)  0.115
C (16.53, -24.80, 12.69)  -0.131
C (17.87, -24.35, 13.23)  -0.240
O (18.12, -24.63, 14.55)  -0.179
C (18.78, -25.83, 14.69)  -0.131
H (12.24, -25.52, 16.55)  0.083
H (12.46, -26.44, 15.00)  0.071
H (11.04, -25.22, 15.26)  0.088
H (12.83, -23.17, 13.34)  0.117
H (11.99, -24.79, 13.11)  0.129
H (14.29, -24.75, 11.86)  0.093
H (14.21, -25.85, 13.18)  0.118
H (16.43, -24.54, 11.66)  0.111
H (16.47, -25.93, 12.61)  0.149
H (17.86, -23.26, 13.19)  0.110
H (18.63, -24.70, 12.54)  0.129
H (19.81, -25.74, 14.29)  0.102
H (18.26, -26.70, 14.23)  0.105
H (18.84, -26.13, 15.72)  0.075
C (24.99, -24.36, 18.48)  -0.056
O (25.89, -24.92, 19.42)  -0.185
C (26.99, -25.58, 18.93)  -0.238
C (27.81, -25.97, 20.16)  -0.096
N (28.14, -24.75, 20.92)  0.021
H (27.53, -23.97, 20.59)  0.162
H (27.89, -24.91, 21.94)  0.208
C (29.59, -24.24, 20.85)  -0.022
C (29.70, -23.75, 19.35)  -0.131
O (28.48, -22.97, 19.15)  -0.260
C (28.48, -22.13, 17.93)  -0.029
H (25.43, -23.56, 17.84)  0.098
H (24.17, -23.97, 19.08)  0.101
H (24.64, -25.12, 17.81)  0.087
H (27.55, -24.92, 18.30)  0.101
H (26.80, -26.54, 18.43)  0.151
H (28.76, -26.41, 19.89)  0.134
H (27.18, -26.65, 20.78)  0.157
H (30.20, -25.04, 21.18)  0.122
H (29.64, -23.46, 21.64)  0.146
H (29.63, -24.68, 18.75)  0.127
H (30.56, -23.20, 19.14)  0.114
H (27.49, -21.62, 17.74)  0.105
H (28.71, -22.77, 17.10)  0.082
H (29.31, -21.40, 18.06)  0.102
C (7.86, -18.83, 22.25)  -0.081
O (7.89, -18.80, 20.84)  -0.197
C (9.18, -19.06, 20.41)  -0.215
C (9.20, -19.16, 18.84)  -0.060
N (7.98, -19.89, 18.29)  0.055
H (7.16, -19.29, 18.57)  0.195
H (8.20, -19.94, 17.26)  0.140
C (7.86, -21.26, 18.85)  -0.116
C (7.02, -21.35, 20.07)  -0.179
O (5.71, -20.77, 19.89)  -0.135
C (4.82, -21.45, 19.06)  -0.102
H (8.69, -18.28, 22.70)  0.098
H (7.85, -19.89, 22.57)  0.102
H (6.99, -18.28, 22.65)  0.113
H (9.55, -20.03, 20.70)  0.115
H (9.92, -18.26, 20.70)  0.152
H (10.01, -19.74, 18.42)  0.126
H (9.17, -18.16, 18.43)  0.130
H (8.87, -21.58, 19.06)  0.140
H (7.37, -21.83, 18.05)  0.122
H (7.45, -20.89, 20.90)  0.067
H (6.98, -22.44, 20.30)  0.157
H (4.18, -20.78, 18.55)  0.083
H (4.03, -22.08, 19.50)  0.108
H (5.23, -21.99, 18.23)  0.066
C (19.11, -33.55, 11.29)  -0.027
O (17.91, -32.75, 11.69)  -0.254
C (16.62, -33.38, 11.83)  -0.165
C (15.60, -32.28, 12.19)  -0.078
N (15.79, -30.98, 11.44)  0.051
H (15.49, -30.19, 12.12)  0.219
H (16.79, -30.86, 11.21)  0.112
C (15.05, -30.88, 10.14)  -0.088
C (15.54, -29.65, 9.40)  -0.139
O (16.81, -29.21, 9.97)  -0.201
C (17.88, -30.00, 9.53)  -0.108
H (19.37, -34.31, 12.04)  0.093
H (19.81, -32.68, 11.32)  0.099
H (19.03, -33.98, 10.29)  0.086
H (16.72, -34.02, 12.73)  0.139
H (16.30, -33.95, 10.98)  0.114
H (15.55, -31.99, 13.27)  0.127
H (14.55, -32.64, 12.09)  0.147
H (14.04, -30.63, 10.37)  0.119
H (15.10, -31.92, 9.67)  0.167
H (14.94, -28.76, 9.50)  0.089
H (15.73, -29.89, 8.28)  0.157
H (17.57, -30.66, 8.71)  0.099
H (18.17, -30.70, 10.36)  0.077
H (18.76, -29.42, 9.21)  0.109
C (18.42, -26.22, 26.00)  -0.050
O (18.24, -25.61, 24.71)  -0.187
C (17.82, -24.25, 24.77)  -0.187
C (17.65, -23.80, 23.30)  -0.117
N (16.70, -24.63, 22.57)  0.078
H (16.81, -25.55, 23.02)  0.169
H (15.79, -24.28, 22.77)  0.172
C (16.92, -25.01, 21.06)  -0.033
C (16.86, -23.83, 20.14)  -0.247
O (17.27, -24.41, 18.95)  -0.179
C (17.09, -23.56, 17.82)  -0.089
H (19.21, -25.75, 26.53)  0.086
H (18.86, -27.16, 25.82)  0.083
H (17.56, -26.32, 26.64)  0.096
H (18.49, -23.61, 25.30)  0.128
H (16.84, -24.15, 25.27)  0.139
H (18.61, -23.96, 22.85)  0.132
H (17.38, -22.76, 23.23)  0.138
H (16.09, -25.61, 20.72)  0.111
H (17.87, -25.56, 21.02)  0.157
H (17.52, -23.07, 20.50)  0.116
H (15.86, -23.38, 20.11)  0.121
H (17.72, -22.68, 17.92)  0.086
H (16.03, -23.27, 17.68)  0.098
H (17.40, -24.11, 16.92)  0.084
C (13.45, -25.16, 19.83)  -0.106
O (14.42, -26.09, 19.50)  -0.234
C (14.67, -26.47, 18.17)  -0.184
C (14.90, -27.95, 18.31)  -0.220
N (14.83, -28.65, 17.07)  -0.046
H (14.01, -28.48, 16.52)  0.060
H (13.11, -28.54, 11.98)  0.067
C (14.80, -30.09, 17.27)  -0.197
C (14.88, -30.87, 15.93)  -0.212
O (15.67, -32.05, 15.98)  -0.220
C (15.41, -33.05, 16.97)  -0.101
H (13.19, -25.29, 20.90)  0.096
H (12.58, -25.09, 19.21)  0.083
H (13.93, -24.17, 19.77)  0.069
H (15.56, -25.94, 17.88)  0.104
H (13.85, -26.34, 17.41)  0.120
H (14.08, -28.29, 19.06)  0.150
H (15.81, -28.18, 18.79)  0.106
H (13.92, -30.49, 17.74)  0.119
H (15.68, -30.41, 17.79)  0.109
H (15.48, -30.23, 15.31)  0.108
H (13.97, -31.08, 15.47)  0.085
H (15.61, -32.68, 17.97)  0.070
H (16.07, -33.93, 16.83)  0.094
H (14.37, -33.43, 16.93)  0.095
C (21.09, -22.83, 16.83)  -0.137
O (21.84, -22.96, 15.65)  -0.212
C (21.63, -21.95, 14.56)  -0.133
C (22.03, -20.48, 14.83)  -0.168
N (21.58, -19.67, 13.67)  -0.070
H (21.65, -20.17, 11.67)  0.077
H (20.56, -19.82, 13.60)  0.124
C (21.81, -18.25, 13.67)  -0.219
C (21.05, -17.43, 14.65)  -0.245
O (19.67, -17.67, 14.49)  -0.193
C (18.87, -16.94, 15.41)  -0.111
H (21.57, -22.13, 17.49)  0.071
H (21.00, -23.78, 17.32)  0.080
H (20.11, -22.46, 16.65)  0.073
H (20.62, -22.10, 14.22)  0.113
H (22.31, -22.42, 13.83)  0.120
H (23.11, -20.42, 14.97)  0.120
H (21.55, -20.16, 15.78)  0.113
H (21.60, -17.85, 12.70)  0.103
H (22.86, -17.96, 13.81)  0.131
H (21.34, -16.37, 14.51)  0.137
H (21.34, -17.66, 15.69)  0.121
H (18.92, -15.81, 15.41)  0.098
H (19.14, -17.22, 16.45)  0.092
H (17.78, -17.15, 15.19)  0.087
C (17.39, -22.51, 8.65)  -0.003
C (18.17, -22.66, 9.92)  -0.678
O (19.31, -23.19, 9.76)  -0.042
O (17.62, -22.22, 10.96)  -0.043
H (17.53, -23.41, 8.11)  0.069
H (17.64, -21.64, 8.03)  0.081
H (16.33, -22.47, 8.90)  0.057
C (10.45, -29.08, 14.27)  -0.003
C (11.88, -29.11, 13.92)  -0.679
O (12.83, -28.88, 14.78)  -0.086
O (12.13, -29.41, 12.74)  -0.055
H (10.11, -28.11, 13.97)  0.040
H (10.29, -29.29, 15.32)  0.090
H (9.84, -29.79, 13.69)  0.096
C (20.61, -19.19, 8.73)  0.042
C (20.64, -19.41, 10.21)  -0.571
O (19.83, -18.95, 10.90)  0.134
O (21.65, -20.21, 10.70)  0.051
H (20.19, -18.23, 8.56)  0.089
H (19.86, -19.93, 8.38)  0.096
H (21.55, -19.24, 8.25)  0.071
C (7.90, -20.62, 13.95)  0.036
C (8.77, -21.26, 15.00)  -0.618
O (9.38, -20.62, 15.86)  0.014
O (9.05, -22.49, 14.89)  0.106
H (7.12, -20.08, 14.40)  0.071
H (7.49, -21.19, 13.11)  0.092
H (8.60, -19.85, 13.63)  0.101
C (15.40, -19.74, 15.14)  0.012
C (15.85, -21.15, 14.81)  -0.653
O (15.34, -21.69, 13.75)  -0.018
O (16.58, -21.73, 15.57)  0.052
H (14.35, -19.69, 15.38)  0.076
H (15.64, -19.10, 14.32)  0.048
H (15.92, -19.40, 16.08)  0.101
C (12.13, -26.90, 10.34)  0.033
C (13.60, -27.06, 10.76)  -0.617
O (13.92, -27.95, 11.66)  0.059
O (14.49, -26.44, 10.21)  0.042
H (11.96, -27.32, 9.35)  0.091
H (11.89, -25.85, 10.18)  0.070
H (11.32, -27.29, 10.93)  0.057